Entry 1:
C16H37B2HgN3O11 as an isolated structure at a distorted geometry. Source: the OMol25 dataset; level of theory: ωB97M-V/def2-TZVPD.

The gap between HOMO and LUMO is 9.48 eV. The lowest unoccupied orbital energy comes out at 0.0 eV. The value obtained for the total energy is -1827.0110 Eh.

The geometry in XYZ format:
```
70
Properties=species:S:1:pos:R:3:forces:R:3
Hg 0.614403 0.916432 -1.314715 0.08 -0.58 -0.13
O -3.324451 1.955136 1.490830 -0.09 0.02 0.00
C -2.751961 1.131350 2.148062 0.42 0.08 -0.38
O -3.204088 0.433403 3.151109 -0.37 0.03 0.27
B -2.134328 -0.403478 3.727436 -0.07 -0.02 0.52
O -1.019878 -0.276209 2.752096 0.30 -0.25 0.19
C -1.287619 0.663036 1.900569 0.01 0.20 -0.04
O -0.532239 1.109279 1.070618 0.02 0.07 -0.04
O -2.559922 -1.779232 3.924461 0.04 -0.11 -0.32
C -2.367830 -2.138812 5.196035 0.10 0.43 0.07
O -2.594548 -3.200412 5.674943 -0.06 -0.37 0.01
C -1.815879 -0.894085 5.938381 -0.28 -0.03 0.14
O -1.710125 0.086910 5.046463 0.03 -0.06 -0.16
O -1.586440 -0.830725 7.106113 0.16 0.05 -0.04
B 1.012925 1.093720 -3.747268 -0.25 -0.16 0.30
H 0.816219 -0.071456 -3.454234 -0.08 -0.51 -0.08
H 0.023242 1.749260 -3.502436 -0.41 0.25 -0.14
H 1.927609 1.506355 -3.063807 0.59 0.27 -0.04
H 1.279020 1.145492 -4.904347 0.17 0.10 -0.25
C 2.385296 4.617988 0.781617 -1.12 0.29 0.63
C 1.492561 3.509631 0.197664 0.62 -0.06 -0.16
C 0.470274 4.075896 -0.774468 -0.05 -0.22 0.06
O -0.474788 3.051774 -1.070991 0.12 0.68 -0.05
C -1.790156 3.532745 -1.305851 -0.43 0.07 0.14
N 2.321119 2.450816 -0.491036 -0.32 1.33 0.55
H 1.965408 4.916461 1.749151 0.02 0.06 -0.11
H 2.332879 5.513494 0.159942 0.45 -0.06 -0.12
H 3.406868 4.325502 1.009909 0.10 -0.12 -0.38
H 0.886574 3.034673 0.968045 0.30 -0.22 0.12
H 0.916997 4.433778 -1.712165 0.11 -0.01 0.07
H -0.022789 4.921805 -0.287804 -0.08 -0.04 0.01
H -2.347128 3.596055 -0.367779 0.09 -0.07 0.05
H -2.318031 2.847153 -1.967099 0.16 -0.09 -0.04
H -1.778979 4.519737 -1.773613 0.13 -0.07 -0.12
H 2.835982 2.987294 -1.192710 -0.16 -0.47 -0.39
H 3.056348 2.206218 0.169424 -0.23 -0.47 0.03
C 3.948712 -0.648109 -1.466412 -0.67 -0.02 -0.32
C 2.731294 -1.574034 -1.403371 0.72 0.94 0.86
C 3.115572 -2.932555 -0.850870 -0.16 -0.02 -0.34
O 1.960632 -3.732046 -0.916381 -0.19 -0.08 -0.08
C 1.959438 -4.823972 -0.024080 0.22 0.00 -0.09
N 1.672736 -0.985619 -0.512819 0.32 -1.44 -0.68
H 4.715731 -1.129781 -2.071726 0.23 0.13 0.20
H 4.305203 -0.383310 -0.469548 0.21 -0.24 0.02
H 3.660948 0.278060 -1.964773 0.04 0.01 -0.06
H 2.315549 -1.668008 -2.405038 -0.16 -0.11 0.02
H 3.450504 -2.853319 0.193156 0.09 0.14 -0.01
H 3.934532 -3.352251 -1.447540 -0.01 -0.14 0.06
H 2.800029 -5.498442 -0.217572 -0.02 -0.03 -0.03
H 1.027098 -5.355257 -0.190804 -0.01 -0.07 0.15
H 2.034087 -4.469181 1.009605 -0.12 -0.11 0.05
H 2.033814 -1.000060 0.439846 -0.03 0.39 0.01
H 0.998850 -1.761448 -0.514957 -0.50 0.61 0.27
C -3.922058 -0.556441 -1.696877 0.43 0.40 0.36
C -2.592226 -0.576522 -0.908084 -0.94 0.57 -0.81
C -2.346336 -1.943115 -0.342643 0.57 -0.53 -0.09
O -1.054866 -1.971030 0.236918 -0.26 0.25 0.28
C -0.889698 -2.993014 1.205359 0.01 -0.14 -0.39
N -1.465837 -0.179707 -1.798784 -0.56 -0.50 -0.37
H -4.017076 0.410600 -2.197781 0.02 -0.05 -0.07
H -4.762973 -0.599687 -1.003674 -0.05 -0.34 -0.11
H -3.957120 -1.342169 -2.450801 -0.15 -0.09 0.06
H -2.719348 0.182997 -0.139954 0.38 -0.09 0.10
H -2.378274 -2.692129 -1.155103 -0.09 0.10 0.00
H -3.120987 -2.237394 0.372417 0.02 0.22 0.13
H -1.697456 -2.985386 1.938957 0.04 0.00 0.02
H 0.054078 -2.792106 1.706456 0.02 -0.08 0.09
H -0.844922 -3.961662 0.692687 -0.01 -0.07 0.22
H -1.847085 0.405703 -2.541782 0.13 0.30 0.19
H -1.225063 -1.016601 -2.336541 0.39 0.09 0.19
```
Forces are in eV/Å.

***

Entry 2:
C16H38Br14N3OS as an isolated structure at a distorted geometry. Source: the OMol25 dataset; level of theory: ωB97M-V/def2-TZVPD.

The gap between HOMO and LUMO is 8.30 eV. The lowest unoccupied orbital energy comes out at -3.2 eV. The value obtained for the total energy is -37306.0432 Eh. As for the charge: +1.

The geometry in XYZ format:
```
73
Properties=species:S:1:pos:R:3:forces:R:3
N 0.253372 1.411311 3.395125 -0.36 -0.54 -0.07
C -0.142857 0.057572 3.072726 1.15 -0.34 -0.07
N -0.120438 -0.711811 4.294591 -0.41 0.25 -0.04
N 0.851495 -0.519490 2.154709 -0.77 -0.21 0.00
C -1.468742 -0.015261 2.265951 0.86 0.43 1.23
S -2.802695 0.989883 2.968334 0.04 0.93 -1.30
O -3.831814 0.024620 3.691155 0.11 -0.26 0.79
H -0.203741 1.798125 4.207857 0.11 0.17 0.04
H 0.180911 2.028187 2.598159 0.25 0.16 0.01
H -0.657685 -1.565075 4.247084 -0.03 -0.05 0.06
H -0.343953 -0.185540 5.125608 0.00 -0.03 0.10
H 0.397636 -0.791307 1.290018 0.26 0.02 -0.33
H 1.189001 -1.395344 2.547911 0.24 0.52 0.06
H -1.297834 0.381818 1.264044 -0.01 0.33 0.11
H -1.858333 -1.024039 2.151746 0.38 -0.03 0.58
H -2.212315 1.579595 4.015588 0.17 -0.46 0.47
H -4.579268 -0.104936 3.085066 -0.06 -0.04 -0.03
Br -3.931419 -0.930517 -2.924581 0.09 0.13 0.06
C -4.501277 -2.144637 -1.529211 -0.04 0.00 -0.24
C -5.007315 -1.410411 -0.320590 -0.02 0.00 0.10
Br -3.488556 -0.670681 0.698909 -1.90 -0.81 -1.89
H -3.650945 -2.780093 -1.307862 0.02 -0.08 0.05
H -5.295981 -2.743560 -1.969363 -0.02 0.00 0.04
H -5.512931 -2.091101 0.360047 0.08 -0.02 0.05
H -5.667701 -0.585293 -0.565017 0.06 0.06 -0.04
Br 2.071885 -3.576778 2.653438 0.03 -0.46 0.06
C 3.875780 -4.219347 2.289324 0.04 0.08 0.14
C 4.769944 -3.090540 1.852764 0.06 -0.03 -0.21
Br 4.396493 -2.559586 0.022259 -0.07 0.06 0.02
H 3.785064 -4.994566 1.536528 0.00 0.00 -0.04
H 4.223533 -4.656298 3.221923 -0.01 0.04 0.03
H 5.809116 -3.409802 1.864510 0.00 -0.03 0.02
H 4.651622 -2.204258 2.466960 0.00 -0.01 0.04
Br -0.433895 4.549226 3.253854 -0.01 0.26 0.03
C 0.126491 5.592109 1.704041 -0.09 0.17 0.07
C -0.677929 5.224912 0.488000 0.12 -0.03 -0.20
Br -0.085127 3.529197 -0.252765 -0.16 -0.09 0.22
H 1.193450 5.425641 1.582052 -0.01 -0.09 0.00
H -0.050933 6.628961 1.980524 -0.04 0.00 0.03
H -0.534491 5.953924 -0.306105 0.05 0.06 0.05
H -1.736204 5.131507 0.706352 -0.02 0.03 0.00
Br -4.268280 -4.935099 -8.230743 -0.06 -0.02 0.02
C -4.398565 -3.226856 -7.318976 0.11 -0.12 -0.12
C -3.930192 -3.314461 -5.891473 -0.07 0.08 0.06
Br -5.246114 -4.185802 -4.754340 0.02 -0.05 0.04
H -5.432176 -2.907169 -7.396758 -0.01 0.04 0.03
H -3.761714 -2.547429 -7.880367 0.01 0.03 0.03
H -3.799796 -2.321340 -5.470927 -0.01 0.02 -0.01
H -3.008821 -3.877971 -5.788477 0.01 -0.02 -0.03
Br -0.013934 -3.045739 -1.215058 -0.12 0.06 0.08
C 0.355788 -4.839667 -0.549874 0.01 0.11 0.08
C 1.521502 -5.457506 -1.272234 -0.04 -0.13 -0.11
Br 1.029396 -6.049289 -3.053450 0.02 0.04 -0.05
H -0.558074 -5.413505 -0.662589 0.01 -0.03 -0.05
H 0.586035 -4.718132 0.505340 0.04 0.02 -0.01
H 1.856548 -6.349549 -0.748357 -0.01 -0.01 0.04
H 2.349610 -4.765191 -1.386598 0.02 0.02 0.06
Br 4.180987 1.813852 -3.193606 0.01 -0.05 0.04
C 2.473394 1.134142 -3.816956 0.13 0.15 -0.03
C 1.339944 1.593540 -2.940321 -0.17 -0.19 -0.01
Br 1.303594 0.607783 -1.259184 0.08 -0.04 0.03
H 2.558855 0.053225 -3.852511 -0.05 -0.02 -0.01
H 2.350131 1.525163 -4.823959 -0.03 0.01 -0.01
H 0.382575 1.394930 -3.417251 0.01 -0.02 -0.02
H 1.406057 2.645185 -2.682730 0.05 0.02 -0.01
Br 4.063896 5.655481 0.293976 -0.11 -0.04 0.03
C 3.880113 7.182948 1.481975 0.16 -0.03 -0.15
C 4.490194 6.933048 2.835299 -0.13 0.02 0.11
Br 3.377009 5.752695 3.904904 -0.02 -0.05 -0.01
H 2.818161 7.395500 1.547328 0.00 0.08 0.04
H 4.386218 8.005850 0.983368 0.02 0.01 0.02
H 4.556976 7.865076 3.391067 -0.01 0.01 0.01
H 5.469278 6.470003 2.781798 0.02 0.01 -0.08
```
Forces are in eV/Å.

***

Entry 3:
A 9-piece molecular cluster, C16H38BrN15O17PS overall at a distorted geometry. Source: the OMol25 dataset; level of theory: ωB97M-V/def2-TZVPD.

The gap between HOMO and LUMO is 7.58 eV. The lowest unoccupied orbital energy comes out at -3.5 eV. The value obtained for the total energy is -6044.9910 Eh. As for the charge: +1.

The geometry in XYZ format:
```
89
Properties=species:S:1:pos:R:3:forces:R:3
C 1.133270 -6.031041 0.349980 -0.51 1.23 0.25
C 0.868316 -5.663219 -1.254425 -1.31 -0.55 0.73
C 0.230184 -4.152538 -1.265911 0.19 2.33 1.16
N 0.750453 -3.210198 -0.201686 -5.50 0.51 -5.83
C -0.092533 -1.969899 -0.495818 -0.56 -3.01 -2.01
N -0.048720 -0.804943 0.204575 0.34 -0.74 0.09
C -0.810297 0.469370 0.000637 -0.84 1.57 0.72
C -2.218121 0.340980 0.851526 0.48 -0.49 1.39
S -3.745367 0.910551 -0.068636 -1.07 -2.64 0.33
C -4.913493 -0.597960 0.042150 -4.65 -3.89 0.93
N -6.397557 -0.657284 0.327887 5.23 -2.39 -1.01
N -6.814052 -2.008617 0.335607 5.27 -1.54 -1.17
C -5.648969 -2.951342 0.059730 -2.85 7.16 0.88
O -4.521462 -2.021607 -0.134435 -1.43 0.22 0.52
P 1.107728 -0.807155 1.611120 3.76 -1.83 -0.75
N 2.630118 -1.044625 1.116426 -2.77 0.61 -0.99
N -0.989685 -2.244130 -1.662781 1.65 -0.17 1.81
Br -2.303264 -1.311032 -2.581148 0.17 0.37 0.15
N -0.825623 -3.553590 -2.167603 4.74 -1.40 4.65
H 0.213652 -5.578055 0.959286 2.00 -1.12 -1.31
H 2.081540 -5.442076 0.727478 -1.87 -1.50 -0.75
H 1.165983 -7.181581 0.559629 0.19 2.30 -0.69
H 0.064084 -6.465273 -1.615231 1.64 2.05 0.43
H 1.824536 -5.774703 -1.919591 -1.87 0.55 1.29
H -0.192150 1.334341 0.544481 -1.15 -2.03 -1.40
H -0.939976 0.825865 -1.105743 0.18 -1.06 2.06
H -2.133489 1.029784 1.820642 -0.21 -1.57 -2.12
H -2.370135 -0.780266 1.231647 0.36 2.59 -0.92
H -5.696764 -4.133235 0.029782 0.68 3.00 -0.04
H 0.914973 0.411871 2.386607 -0.64 -0.75 -0.77
H 0.758727 -1.933232 2.477481 -0.42 1.30 -0.68
H 2.651365 -1.120133 0.055798 0.35 0.29 1.83
H -1.346364 -3.993940 -2.959880 0.57 0.97 1.14
C 3.384146 -2.818362 -3.276797 0.13 -0.34 0.02
N 3.617858 -1.506038 -2.615841 0.45 0.71 0.77
O 4.288451 -1.506934 -1.576940 -1.11 0.27 -1.63
O 3.121359 -0.512071 -3.158671 0.59 -1.15 0.84
H 3.875548 -3.600135 -2.693539 -0.07 0.31 -0.06
H 2.305261 -2.982991 -3.310420 0.16 0.14 -0.12
H 3.809013 -2.761854 -4.281043 -0.20 0.06 0.14
C 4.290656 2.293584 -1.172480 -0.19 -0.13 -0.38
N 3.143226 3.156341 -0.781668 -0.07 0.41 -0.12
O 3.191843 4.346898 -1.112153 -0.58 -1.53 0.69
O 2.226161 2.613925 -0.154034 0.71 0.97 -0.66
H 5.019133 2.899352 -1.715805 -0.35 -0.10 0.27
H 4.729065 1.893137 -0.256147 -0.54 -0.03 -0.43
H 3.901554 1.495877 -1.808465 -0.08 0.05 0.20
C -5.432139 -1.405523 -5.350273 0.00 -0.30 0.09
N -4.933628 -0.015918 -5.165432 -0.18 1.16 -0.61
O -4.142240 0.182672 -4.236306 -0.59 0.06 -0.84
O -5.351016 0.836278 -5.958335 0.96 -1.48 1.69
H -4.984765 -2.045784 -4.586888 -0.09 0.26 -0.14
H -6.518773 -1.382521 -5.245760 0.20 0.04 -0.15
H -5.135803 -1.731792 -6.349247 -0.18 0.15 0.12
C 3.387900 6.840123 1.234521 -0.31 0.03 -0.07
N 4.291294 7.027753 2.401720 0.45 0.27 1.00
O 3.789072 7.472317 3.440539 0.98 -0.70 -1.42
O 5.479173 6.723494 2.241977 -1.58 0.38 0.38
H 2.378165 7.146297 1.516528 0.33 -0.04 0.04
H 3.766521 7.462583 0.421246 0.03 -0.24 0.12
H 3.409511 5.781512 0.967895 0.12 0.26 -0.07
C 0.219204 3.643172 -2.575827 0.25 0.18 -0.11
N -1.221717 4.011965 -2.613499 -0.85 0.79 -0.55
O -1.541255 4.975012 -3.320213 0.26 -1.68 1.31
O -1.991280 3.324209 -1.932390 0.76 0.77 -0.75
H 0.776272 4.328977 -3.217841 -0.25 -0.14 0.16
H 0.553942 3.727060 -1.539903 -0.09 -0.12 -0.16
H 0.306471 2.617454 -2.939836 -0.05 0.12 0.15
C -3.715797 -2.720362 3.464162 -0.15 0.33 -0.16
N -2.344825 -3.130179 3.056527 0.36 -0.79 -0.17
O -1.511710 -2.231874 2.889265 -0.69 -1.26 -0.03
O -2.143836 -4.342190 2.915889 0.09 2.00 0.06
H -3.748431 -1.632027 3.549594 0.24 -0.69 -0.14
H -4.406543 -3.067441 2.693039 0.12 -0.15 0.17
H -3.927222 -3.189256 4.427309 0.02 0.05 -0.25
C -4.819193 1.304247 5.710438 0.10 0.36 0.06
N -4.348844 -0.010590 5.196965 -0.01 -0.58 -0.09
O -3.166800 -0.089959 4.842733 -1.42 -0.06 0.41
O -5.179711 -0.925860 5.163958 1.32 1.29 0.10
H -3.987866 2.012048 5.683084 -0.15 -0.30 -0.03
H -5.632192 1.639209 5.063090 0.05 -0.17 0.19
H -5.163759 1.153578 6.735517 -0.06 -0.04 -0.25
C 7.421784 3.014414 2.145967 -0.20 0.28 0.19
N 7.337496 2.271361 0.859714 0.56 -0.76 -0.52
O 6.481267 2.640736 0.047654 1.89 -0.47 1.08
O 8.133298 1.338151 0.701711 -1.48 1.53 0.01
H 6.667094 3.803891 2.147966 0.19 -0.20 -0.11
H 7.235718 2.301148 2.951483 0.19 0.07 -0.17
H 8.424980 3.439800 2.215680 -0.15 -0.21 0.02
```
Forces are in eV/Å.